84
Properties=species:S:1:pos:R:3:forces:R:3 method="wB97M-V/def2-TZVPD" energy_ev=-70118.33870 smiles="C[C@@H](O)CO[PH3]N.C[C@@H]1COC(=O)O1.C[C@@H]1COC(=O)O1.C[C@@H]1COC(=O)O1.C[C@@H]1COC(=O)O1.C[C@@H]1COC(=O)O1"
H 5.007467 1.471547 1.643471 -0.1 0.1 -0.1
O -5.905557 2.777841 -4.421087 -0.1 0.2 -0.2
C -6.027469 1.437868 -1.789816 -0.5 0.7 0.1
H 4.557707 0.156583 0.535989 -0.1 0.0 0.0
C -0.456717 -2.024643 3.847813 -0.1 0.0 0.4
C -7.052783 0.347580 -1.650519 -0.2 -0.1 -0.1
H 10.102702 -5.423291 1.548929 -0.4 0.0 -0.2
H -7.649913 0.428920 -0.737160 0.1 0.1 0.0
H 1.906268 1.265398 -0.119337 -0.2 0.1 0.1
C -5.373521 2.126244 -5.259596 0.0 0.1 -0.1
H 6.268453 -4.094583 0.773868 0.0 0.3 0.3
O -3.594682 4.823007 1.436876 -0.2 -0.1 -0.4
C 1.312813 -2.599716 2.598278 -0.1 -0.1 -0.1
H -2.940863 -1.920804 2.610062 0.0 0.0 0.0
N 4.057842 -4.520817 0.900490 0.8 -0.3 0.4
H -2.033743 1.245681 -6.387582 -0.1 0.0 -0.1
H 4.917959 -3.901064 2.912642 0.4 0.3 -0.2
H 7.752374 -3.181464 3.960974 0.0 0.1 -0.4
C -2.600236 0.315633 -6.461428 0.2 0.0 0.4
C -5.044726 -0.441861 -1.029757 0.0 0.3 0.0
O -4.925839 0.905566 -1.027303 0.0 -0.6 0.0
H 4.705959 -2.272474 1.159194 0.5 -0.4 0.3
H -1.810248 -1.067057 1.538809 0.0 0.0 0.1
O 0.237436 -2.688911 1.778986 0.3 0.0 0.3
C 7.551406 -3.471371 2.913399 0.3 0.4 -0.1
H 9.772530 -3.396402 2.761603 -0.4 0.3 -0.2
O 6.670671 -2.545000 2.297680 -0.4 -0.8 0.5
H -7.403584 3.102010 -1.693144 0.0 -0.1 -0.1
C -6.470592 2.771419 -1.236174 0.3 -0.1 0.1
H -6.603915 2.718439 -0.154082 -0.1 -0.1 0.0
O 2.747104 1.641752 2.962577 -0.4 0.2 -0.1
H 8.346897 -5.450838 0.987730 0.4 0.1 0.1
O 1.293558 2.461635 1.473610 0.1 0.1 0.1
H -4.603920 -0.383447 -6.104852 -0.1 0.1 0.0
C -1.201335 4.820518 1.872621 -0.3 0.2 0.4
C -4.073087 0.565346 -6.228956 0.7 -0.3 -0.3
H 2.357931 -0.038505 1.836795 0.0 0.1 0.0
O -4.216340 -1.192928 -0.622058 0.1 -0.2 0.0
C -2.273311 4.551546 -0.404008 0.2 -0.2 -0.3
C 1.693257 2.470398 2.775428 0.1 -0.1 0.3
O 1.186617 3.117137 3.633816 -0.1 0.0 -0.1
H 9.521327 -3.367488 0.323181 0.4 -0.2 -0.2
C -2.336577 4.236786 1.065466 0.7 0.2 0.4
O -5.525446 5.128550 0.314281 -0.1 0.2 0.1
H -1.241295 5.912025 1.877851 -0.1 0.0 -0.2
H -0.964314 -2.370168 4.746740 0.2 0.0 0.0
C 2.930895 0.889983 1.752883 0.7 -0.3 -0.3
H -4.058565 2.191612 -7.683227 0.1 -0.1 0.1
O 0.931193 -2.374902 3.879899 0.0 0.0 -0.2
C -0.935616 -2.726487 2.604969 -0.8 0.3 -0.2
H 8.776092 -5.798941 2.668931 0.3 0.2 -0.3
H -7.721252 0.290353 -2.508300 0.1 -0.2 0.0
H -1.173818 -3.775110 2.808713 0.1 0.0 0.0
C -2.102611 -2.045406 1.924026 0.2 -0.1 -0.4
H -2.440810 -2.629340 1.067791 -0.1 0.0 0.1
C -4.370185 4.857398 0.326043 0.0 0.0 0.2
H 4.735263 -0.140757 2.272730 0.0 -0.1 -0.1
H -2.202628 -0.355799 -5.699500 0.0 0.0 -0.1
H 3.023277 2.564500 0.355269 0.1 -0.1 0.1
H -2.401668 3.157652 1.235307 -0.1 0.0 -0.1
H -2.426364 -0.130223 -7.441181 -0.1 0.0 0.0
O -3.652772 4.530656 -0.777392 0.0 0.2 0.1
C 9.054061 -5.188518 1.787865 -0.1 0.4 1.1
C 4.391284 0.577605 1.527992 0.1 0.0 0.5
H -5.712842 3.523598 -1.421254 -0.1 0.0 -0.2
H -5.703808 1.548511 -2.823838 0.0 -0.1 0.3
P 5.333505 -3.450050 1.631456 -0.6 -0.1 -1.0
C 8.896952 -3.664438 2.141790 0.1 -1.8 -0.6
H -1.274309 4.501012 2.911920 0.1 -0.1 -0.1
H 3.839641 -5.191605 1.633987 -0.5 0.1 -0.1
H -5.125947 0.835313 -8.108463 -0.2 0.1 0.1
O 8.879870 -2.968962 0.904306 -0.4 0.7 0.6
C 2.326166 1.807658 0.726452 -0.2 -0.1 -0.4
O -4.281817 1.350641 -5.046769 -0.3 0.1 -0.1
H 4.521112 -5.096385 0.201338 -0.2 0.1 -0.2
H 7.085300 -4.479892 2.980489 0.1 0.4 0.0
O 2.440519 -2.699157 2.237279 0.0 0.3 0.2
H -1.866610 5.544847 -0.615175 0.0 0.0 0.1
H -0.235613 4.502874 1.482885 -0.1 -0.1 0.0
H -0.540425 -0.935666 3.786540 -0.1 0.0 -0.1
C -4.723509 1.420701 -7.283545 -0.2 -0.1 -0.3
O -6.234704 -0.826403 -1.558371 0.1 0.0 0.1
O -5.774390 2.058350 -6.552117 0.1 0.0 0.1
H -1.710478 3.808845 -0.967248 -0.2 0.0 -0.1